Record 1
ORCA calculation (the ωB97M-V functional and the def2-TZVPD basis) on a molecular structure, C45H42ClCsN7O9STe at a distorted geometry.

```
107
C45H42ClCsN7O9STe | OMol25 | the ωB97M-V functional and the def2-TZVPD basis
Cs -0.22337 -1.02986 -0.22886
C 1.90363 5.29567 -1.03109
C 1.32576 4.01220 -0.48916
N 1.98834 2.94989 -0.29154
N 3.28885 3.00953 -0.73469
C 4.22401 2.13566 -0.24733
N 5.16035 1.83576 -1.19229
S 4.25301 1.59057 1.30936
C -0.15695 3.89567 -0.26143
C -0.84486 4.65798 0.67510
C -2.21909 4.49566 0.78437
C -2.86165 3.59250 -0.04779
C -2.09303 2.88956 -0.96311
N -0.76531 3.03297 -1.07729
H 2.88582 5.48784 -0.59301
H 1.24296 6.13113 -0.81509
H 2.01922 5.24512 -2.12081
H 3.48883 3.50248 -1.58514
H 4.81307 1.71879 -2.13320
H 5.80138 1.11983 -0.89545
H -0.30515 5.33951 1.32647
H -2.78035 5.06527 1.51680
H -3.93315 3.42292 0.00748
H -2.56001 2.17781 -1.63233
O 0.18818 -3.36977 -1.04406
C -0.61957 -4.16454 -0.57959
C -1.07765 -4.26109 0.79402
C -1.98416 -5.27608 1.09866
C -2.47062 -5.44545 2.36523
C -2.08979 -4.55823 3.40067
C -1.21479 -3.55159 3.14513
C -0.61737 -3.36882 1.84161
O 0.25162 -2.48955 1.65455
N -3.38416 -6.54895 2.64361
O -3.80813 -6.67446 3.78282
O -3.69192 -7.30920 1.73544
H -1.07550 -4.91881 -1.25116
H -2.31636 -5.95327 0.31882
H -2.50961 -4.70356 4.38611
H -0.90356 -2.86134 3.92084
O -3.48289 2.86285 -5.49760
C -2.45241 2.48955 -6.29029
O -2.56149 2.59647 -7.47749
C -1.24372 1.94474 -5.59618
C -0.43218 1.05755 -6.28987
C 0.67650 0.49414 -5.67542
C 0.99195 0.83129 -4.36231
C 0.21535 1.76371 -3.68095
C -0.90312 2.29901 -4.29276
N 2.13092 0.30648 -3.70198
C 2.30512 -0.93649 -3.56449
C 3.49286 -1.39635 -2.76293
C 4.40503 -2.32129 -3.24589
C 5.50396 -2.62085 -2.45433
C 5.63508 -2.00954 -1.21557
C 4.65011 -1.12012 -0.80130
N 3.60055 -0.81658 -1.57168
H -3.28846 2.62472 -4.58934
H -0.69131 0.81100 -7.31241
H 1.31032 -0.20351 -6.21110
H 0.47698 2.04363 -2.66255
H -1.48967 3.03304 -3.74368
H 1.59839 -1.68841 -3.93760
H 4.27072 -2.77264 -4.22568
H 6.25262 -3.31952 -2.80520
H 6.47688 -2.22680 -0.56948
H 4.69736 -0.63264 0.16328
Cl -7.80145 1.42476 -1.51358
C -6.22840 0.86425 -0.96982
C -5.97531 0.73838 0.41713
C -4.75847 0.30169 0.86923
C -3.68551 -0.05909 -0.03285
O -2.56741 -0.48120 0.38662
C -3.98382 0.10842 -1.43403
C -2.98227 -0.13431 -2.45052
O -1.81402 -0.44793 -2.29560
C -5.25199 0.55208 -1.86571
H -6.76646 0.99035 1.11753
H -4.56513 0.19445 1.93403
H -3.35896 0.02560 -3.48893
H -5.44337 0.65043 -2.93406
C 5.07765 -3.16023 2.46424
Te 3.02527 -2.75075 1.96767
C 3.02541 -4.31265 0.51612
H 5.76598 -2.85072 1.66615
H 5.19054 -4.23134 2.64994
H 5.32275 -2.61284 3.38097
H 2.67395 -5.24773 0.95533
H 4.04954 -4.42831 0.14876
H 2.36682 -4.01630 -0.30475
C -1.46998 1.39357 2.47059
C -0.20079 1.31310 3.28221
O 0.88713 1.27322 2.75469
C -0.29329 1.20355 4.78850
C 0.76759 0.60250 5.46038
C 0.73679 0.46001 6.83962
C -0.35458 0.93336 7.56316
C -1.41371 1.54060 6.89911
C -1.38613 1.66634 5.51352
H -1.22323 1.43028 1.41084
H -2.07728 2.26619 2.73630
H -2.06530 0.49116 2.64608
H 1.61005 0.24603 4.87622
H 1.56321 -0.02186 7.35253
H -0.38094 0.82604 8.64199
H -2.26699 1.91012 7.45819
H -2.22222 2.13561 5.00434
```

Highest occupied orbital energy, eV: -5.0
LUMO, eV: 1.680
Strongest force on any atom, eV/Å: 4.10
Total charge: -1
Calculated total energy, eV: -107402.2517
Kohn-Sham gap, Eh: 0.246

***

Record 2
ORCA calculation (the ωB97M-V functional and the def2-TZVPD basis) on 2 unconnected molecules or ions with the total composition C4H11NO at a distorted geometry.

```
17
C4H11NO | OMol25 | the ωB97M-V functional and the def2-TZVPD basis
C 0.04666 -0.35074 -1.71968
N -0.71781 0.59072 -0.83155
C 0.09988 1.08713 0.19144
C 1.23311 -0.02027 0.35071
C 1.33233 -0.70484 -0.93650
H 0.38519 0.00632 -2.74504
H -0.58332 -1.22803 -1.88218
H -1.37801 1.06503 -1.42562
H -0.57528 0.98429 1.04308
H 0.36607 2.15502 0.17544
H 2.07470 0.46602 0.63995
H 1.00771 -0.74896 1.14184
H 1.48847 -1.76283 -0.83061
H 2.27328 -0.20306 -1.47863
H -2.24138 -1.12971 2.34764
H -2.67752 0.00110 3.39129
O -2.13407 -0.20719 2.56840
```

SMILES string: C1CCNC1.O
Highest occupied orbital energy, eV: -7.9
LUMO, eV: 0.869
Strongest force on any atom, eV/Å: 4.61
Total charge: 0
Calculated total energy, eV: -7862.5112
Kohn-Sham gap, Eh: 0.322

***

Record 3
ORCA calculation (the ωB97M-V functional and the def2-TZVPD basis) on a molecular structure, C6H12EuO4 at a distorted geometry.

```
23
C6H12EuO4 | OMol25 | the ωB97M-V functional and the def2-TZVPD basis
C 0.65042 2.42987 -0.68518
H -0.43624 2.27186 -0.70031
H 0.72844 3.49886 -0.45674
H 1.69903 2.10365 -0.65228
O 0.55288 1.79556 1.28274
C 0.95682 0.72191 1.69727
H 0.36871 0.19365 2.46518
H 1.63194 0.10557 1.07630
O 0.74016 2.57059 -2.77104
C 0.45745 1.29701 -3.42377
C 1.71401 0.46951 -3.47355
O 2.56778 1.03154 -4.52352
C 3.80416 1.65517 -4.19803
C 3.99994 2.76451 -5.23619
O 2.89343 3.60219 -5.31880
Eu 1.09857 2.87267 -4.91048
H -0.36867 0.74249 -2.94698
H 1.50074 -0.57689 -3.73874
H 2.31505 0.48878 -2.54375
H 4.63427 0.92949 -4.21232
H 3.74402 2.08989 -3.18507
H 4.21272 2.27534 -6.21090
H 4.92050 3.31534 -4.95753
```

2S+1: 7
Highest occupied orbital energy (spin up / spin down), eV: -10.7 / -8.2
LUMO (spin up / spin down), eV: -3.888 / -5.226
Strongest force on any atom, eV/Å: 6.40
Total charge: +1
Calculated total energy, eV: -33919.8049
Kohn-Sham gap (spin up / spin down), Eh: 0.251 / 0.108

***

Record 4
ORCA calculation (the ωB97M-V functional and the def2-TZVPD basis) on 2 unconnected molecules or ions with the total composition CHClF2O2 at a distorted geometry.

```
7
CHClF2O2 | OMol25 | the ωB97M-V functional and the def2-TZVPD basis
C 2.60707 0.30381 -0.01035
O -0.07300 -0.22809 0.76953
O 0.59110 0.96043 0.80728
F 3.50985 0.67944 0.80134
F 2.75309 0.79630 -1.21376
Cl 2.28812 -1.34338 0.03026
H -0.49189 -0.55249 -0.01840
```

2S+1: 3
Highest occupied orbital energy (spin up / spin down), eV: -8.0 / -11.0
LUMO (spin up / spin down), eV: 0.501 / -2.062
Strongest force on any atom, eV/Å: 3.95
Total charge: 0
Calculated total energy, eV: -23098.3901
Kohn-Sham gap (spin up / spin down), Eh: 0.312 / 0.329

***

Record 5
ORCA calculation (the ωB97M-V functional and the def2-TZVPD basis) on 2 unconnected molecules or ions with the total composition C4H4O3 at a distorted geometry.

```
11
C4H4O3 | OMol25 | the ωB97M-V functional and the def2-TZVPD basis
O 1.16526 -2.60302 -0.87635
C 0.78425 -2.18319 0.10552
C -0.41656 0.75926 -0.13791
C 0.77950 0.94343 -0.91183
O -0.51446 1.47231 -1.30253
C -1.22007 0.37988 0.84037
O -0.87148 -0.37247 1.92717
H -0.10975 -0.92077 1.69074
H 1.50692 1.69857 -0.61912
H 1.16058 0.14997 -1.55391
H -2.26419 0.67604 0.83785
```

Highest occupied orbital energy, eV: -8.5
LUMO, eV: 0.737
Strongest force on any atom, eV/Å: 1.42
Total charge: 0
Calculated total energy, eV: -10352.2209
Kohn-Sham gap, Eh: 0.341

***

Record 6
ORCA calculation (the ωB97M-V functional and the def2-TZVPD basis) on C6H7NO2 in the gas phase at a distorted geometry.

```
16
C6H7NO2 | OMol25 | the ωB97M-V functional and the def2-TZVPD basis
C -0.78725 -0.54094 0.11724
C -0.68114 0.98596 0.03412
C 0.67327 1.58876 0.02518
C 1.83510 0.86352 -0.07748
C 1.82048 -0.65959 -0.06976
C 0.51407 -1.32112 0.31237
H -3.69440 -0.83179 -0.41207
H -1.20018 1.42734 0.79640
H -1.14189 1.23454 -0.90052
H 0.60957 2.65940 -0.04293
H 2.86849 1.17863 -0.14399
H 0.44681 -2.19660 -0.34314
H 0.69007 -1.61680 1.38442
N -1.84562 -1.17516 -0.00274
O -2.90106 -0.29457 -0.31058
O 2.79367 -1.30156 -0.36650
```

SMILES string: O=C1C=CC/C(=N\O)C1
Highest occupied orbital energy, eV: -9.7
LUMO, eV: 0.362
Strongest force on any atom, eV/Å: 3.72
Total charge: 0
Calculated total energy, eV: -11918.0937
Kohn-Sham gap, Eh: 0.371

***

> total charge of number 2 (C4H11NO)?

0

***

> Which formula does entry 6 have?

C6H7NO2

***

> Which value of calculated total energy does entry 4 give?

-23098.3901 eV